Model a:
{"formula": "C14H16", "method": "ωB97M-V/def2-TZVPD", "elements": ["C", "C", "C", "C", "C", "C", "C", "H", "H", "H", "H", "H", "H", "H", "H", "C", "C", "C", "C", "C", "C", "C", "H", "H", "H", "H", "H", "H", "H", "H"], "positions_angstrom": [[4.25552, 1.72981, -0.52938], [3.01632, 1.13992, -1.12221], [1.85286, 1.89505, -1.29412], [0.70333, 1.30841, -1.79779], [0.64074, -0.04401, -2.05434], [1.84127, -0.76224, -2.06347], [2.97432, -0.18800, -1.53434], [4.69554, 1.10571, 0.24524], [4.14632, 2.69131, -0.02996], [5.03639, 1.74928, -1.28422], [1.81852, 2.97367, -1.23437], [-0.17908, 1.90639, -1.96507], [-0.17298, -0.57843, -2.52084], [1.82414, -1.81125, -2.32135], [3.92554, -0.71179, -1.47626], [-2.82868, -2.57437, 2.94077], [-2.40354, -1.48398, 1.98715], [-3.18563, -1.21470, 0.86638], [-2.91068, -0.12494, 0.06018], [-1.86818, 0.75064, 0.34173], [-1.06073, 0.42744, 1.42923], [-1.33200, -0.63409, 2.27129], [-2.21918, -2.58189, 3.85445], [-2.62096, -3.51667, 2.42500], [-3.81810, -2.47063, 3.37531], [-3.85880, -1.97712, 0.49683], [-3.48535, -0.01534, -0.86031], [-1.49700, 1.49666, -0.34133], [-0.20460, 1.05706, 1.62631], [-0.75875, -0.87520, 3.15182]], "lowdin_charge": [-0.06, -0.28, -0.05, -0.12, -0.09, -0.08, -0.06, 0.08, 0.08, 0.08, 0.11, 0.09, 0.10, 0.10, 0.11, -0.06, -0.28, -0.07, -0.09, -0.09, -0.09, -0.05, 0.07, 0.08, 0.08, 0.11, 0.10, 0.07, 0.10, 0.10], "orbital_gap_ev": 9.744, "smiles": "Cc1ccccc1.Cc1ccccc1"}

---

Model b:
{"formula": "C14H16", "method": "ωB97M-V/def2-TZVPD", "elements": ["C", "C", "C", "C", "C", "C", "C", "H", "H", "H", "H", "H", "H", "H", "H", "C", "C", "C", "C", "C", "C", "C", "H", "H", "H", "H", "H", "H", "H", "H"], "positions_angstrom": [[3.54881, 0.64222, -3.02633], [2.52959, -0.13924, -2.27183], [1.36831, 0.45020, -1.76928], [0.35749, -0.25004, -1.13294], [0.49700, -1.64200, -1.08803], [1.70079, -2.21287, -1.52949], [2.77313, -1.51974, -2.06154], [4.35666, 1.20042, -2.56898], [2.96881, 1.26906, -3.70333], [3.99761, 0.00621, -3.82487], [1.21349, 1.57474, -1.76856], [-0.56306, 0.24109, -0.81377], [-0.11399, -2.40737, -0.62670], [1.65267, -3.30904, -1.68120], [3.73969, -1.88444, -2.43071], [-2.48380, -1.64661, 1.74873], [-2.19772, -0.16784, 1.92129], [-3.22713, 0.77693, 2.08685], [-2.90789, 2.11702, 2.19748], [-1.57267, 2.54757, 2.19522], [-0.55943, 1.61281, 2.20876], [-0.90219, 0.22655, 2.08596], [-2.73489, -2.30086, 2.58184], [-1.62834, -2.19283, 1.37031], [-3.29770, -1.71771, 1.00922], [-4.24750, 0.44513, 2.13034], [-3.58196, 2.96480, 2.31183], [-1.28191, 3.59952, 2.07483], [0.47366, 1.86714, 2.42332], [0.12246, -0.15081, 1.95157]], "lowdin_charge": [-0.07, -0.29, -0.07, -0.09, -0.09, -0.11, -0.04, 0.08, 0.07, 0.08, 0.13, 0.10, 0.09, 0.11, 0.11, -0.05, -0.29, -0.05, -0.09, -0.11, -0.09, -0.07, 0.08, 0.05, 0.08, 0.11, 0.10, 0.10, 0.10, 0.11], "orbital_gap_ev": 9.884, "smiles": "Cc1ccccc1.Cc1ccccc1"}

---

Top of the stability list: model a, leading by 101.9 kJ/mol.

---

Model a:
{"formula": "C14H16", "method": "ωB97M-V/def2-TZVPD", "elements": ["C", "C", "C", "C", "C", "C", "C", "H", "H", "H", "H", "H", "H", "H", "H", "C", "C", "C", "C", "C", "C", "C", "H", "H", "H", "H", "H", "H", "H", "H"], "positions_angstrom": [[1.38380, -1.44164, -0.83250], [0.06725, -2.16570, -1.08645], [-0.01110, -3.48370, -1.51343], [-1.26393, -4.00601, -1.82727], [-2.35722, -3.13763, -1.89782], [-2.27823, -1.82636, -1.53013], [-1.06625, -1.37882, -0.94769], [1.40260, -1.29409, 0.25133], [1.50269, -0.48364, -1.32059], [2.18756, -2.11874, -1.12679], [0.86762, -4.05257, -1.76663], [-1.46212, -5.00841, -2.17964], [-3.31731, -3.51985, -2.23645], [-3.06242, -1.09561, -1.66978], [-1.16615, -0.42790, -0.43656], [1.45468, 2.67386, -0.93865], [0.97921, 2.56501, 0.48757], [1.42921, 1.54164, 1.27841], [1.07026, 1.39154, 2.64654], [0.16946, 2.28554, 3.17079], [-0.35502, 3.30438, 2.34732], [0.04795, 3.46322, 1.04540], [2.08225, 1.84606, -1.24831], [1.93228, 3.60930, -1.24039], [0.56704, 2.69586, -1.59055], [2.10181, 0.80561, 0.86289], [1.56695, 0.55546, 3.11431], [-0.41209, 2.09830, 4.06788], [-0.94837, 4.07717, 2.82072], [-0.47634, 4.17718, 0.41968]], "lowdin_charge": [-0.04, -0.28, -0.05, -0.08, -0.12, -0.09, -0.05, 0.07, 0.06, 0.07, 0.10, 0.10, 0.10, 0.10, 0.11, -0.05, -0.28, -0.07, -0.07, -0.10, -0.10, -0.05, 0.06, 0.08, 0.08, 0.09, 0.10, 0.10, 0.10, 0.11], "orbital_gap_ev": 9.798, "smiles": "Cc1ccccc1.Cc1ccccc1"}

---

Model b:
{"formula": "C14H16", "method": "ωB97M-V/def2-TZVPD", "elements": ["C", "C", "C", "C", "C", "C", "C", "H", "H", "H", "H", "H", "H", "H", "H", "C", "C", "C", "C", "C", "C", "C", "H", "H", "H", "H", "H", "H", "H", "H"], "positions_angstrom": [[-0.41276, 1.06399, -3.92624], [0.72130, 1.38935, -3.07142], [0.61336, 1.93113, -1.69269], [1.32838, 1.19166, -0.80805], [2.30720, 0.28397, -1.16414], [2.77590, 0.34276, -2.47214], [1.92444, 0.83374, -3.46528], [-0.20788, 0.93369, -4.99406], [-1.26285, 1.87008, -3.92041], [-0.87506, 0.30576, -3.31087], [-0.06779, 2.76018, -1.65381], [1.19741, 1.28770, 0.27557], [2.75250, -0.36819, -0.45811], [3.69255, -0.24593, -2.64936], [2.07532, 0.61697, -4.48350], [0.16458, -2.27084, 3.80534], [-0.53162, -1.41282, 2.76091], [-1.63044, -2.13937, 2.26928], [-2.72747, -1.38829, 1.71892], [-2.55362, -0.00707, 1.44089], [-1.40305, 0.64309, 1.96362], [-0.36857, 0.01684, 2.64197], [-0.36610, -3.28979, 3.76551], [-0.45443, -1.86796, 4.69786], [1.23556, -2.30054, 3.68058], [-1.66201, -3.15533, 2.46621], [-3.52711, -1.88990, 1.17173], [-3.17500, 0.53164, 0.76997], [-1.14552, 1.60100, 1.49007], [0.54471, 0.34187, 3.14679]], "lowdin_charge": [-0.07, -0.30, -0.02, -0.12, -0.11, -0.08, -0.07, 0.08, 0.11, 0.09, 0.10, 0.10, 0.09, 0.11, 0.09, -0.07, -0.29, -0.06, -0.06, -0.08, -0.12, -0.05, 0.08, 0.12, 0.07, 0.07, 0.09, 0.08, 0.10, 0.11], "orbital_gap_ev": 9.106, "smiles": "Cc1ccccc1.Cc1ccccc1"}

---

Top of the stability list: model a, leading by 260.6 kJ/mol.

---

Model a:
{"formula": "C14H16", "method": "ωB97M-V/def2-TZVPD", "elements": ["C", "C", "C", "C", "C", "C", "C", "H", "H", "H", "H", "H", "H", "H", "H", "C", "C", "C", "C", "C", "C", "C", "H", "H", "H", "H", "H", "H", "H", "H"], "positions_angstrom": [[-1.37519, 0.36093, 2.48170], [-1.60751, -0.61257, 1.40817], [-2.90463, -1.09948, 1.23709], [-3.21527, -1.86331, 0.13555], [-2.30672, -2.06580, -0.91339], [-0.96881, -1.77194, -0.60125], [-0.62497, -1.14145, 0.56110], [-2.09296, 1.17818, 2.43772], [-0.36803, 0.78613, 2.58382], [-1.60437, -0.01758, 3.50891], [-3.74366, -0.67152, 1.83462], [-4.17123, -2.35278, -0.05969], [-2.59222, -2.77527, -1.67447], [-0.31866, -2.07157, -1.41498], [0.33077, -0.63177, 0.71067], [0.71084, 2.82820, -0.47160], [1.43844, 1.54519, -0.80418], [2.13354, 1.05053, 0.31167], [2.96994, -0.04585, 0.13831], [3.05935, -0.67444, -1.10411], [2.21059, -0.23465, -2.12885], [1.42668, 0.91394, -2.04717], [1.12345, 3.72516, -0.94422], [0.61564, 2.98161, 0.61482], [-0.29395, 2.84669, -0.88848], [1.89441, 1.44551, 1.29099], [3.34872, -0.50337, 1.02381], [3.75055, -1.50716, -1.24545], [2.43852, -0.73132, -3.11809], [0.73673, 1.10977, -2.86302]], "lowdin_charge": [-0.07, -0.29, -0.07, -0.11, -0.08, -0.09, -0.04, 0.08, 0.07, 0.10, 0.13, 0.10, 0.09, 0.10, 0.09, -0.06, -0.28, -0.09, -0.10, -0.09, -0.11, -0.04, 0.08, 0.07, 0.07, 0.10, 0.09, 0.10, 0.12, 0.11], "orbital_gap_ev": 9.738, "smiles": "Cc1ccccc1.Cc1ccccc1"}

---

Model b:
{"formula": "C14H16", "method": "ωB97M-V/def2-TZVPD", "elements": ["C", "C", "C", "C", "C", "C", "C", "H", "H", "H", "H", "H", "H", "H", "H", "C", "C", "C", "C", "C", "C", "C", "H", "H", "H", "H", "H", "H", "H", "H"], "positions_angstrom": [[-1.59814, 3.81270, -2.81756], [-1.21444, 2.82933, -1.79766], [-0.06331, 3.02793, -1.04730], [0.23879, 2.16551, 0.01839], [-0.63724, 1.14572, 0.33299], [-1.75132, 0.90066, -0.48323], [-2.06354, 1.77350, -1.49630], [-2.27655, 3.54596, -3.62851], [-0.69143, 4.00088, -3.44682], [-1.84176, 4.80346, -2.41415], [0.54327, 3.85891, -1.39128], [1.20909, 2.31066, 0.48490], [-0.51535, 0.65312, 1.29727], [-2.50240, 0.23984, -0.06614], [-2.99117, 1.62881, -2.04318], [1.65933, -0.88272, -0.74156], [1.33744, -1.86492, 0.39753], [1.46799, -1.32333, 1.70638], [0.89456, -2.02266, 2.74412], [0.47629, -3.35396, 2.59660], [0.43051, -3.87752, 1.32320], [0.82623, -3.13296, 0.18748], [1.71351, -1.53549, -1.60622], [2.55612, -0.34125, -0.47766], [0.90050, -0.07519, -0.70586], [1.86391, -0.32366, 1.69839], [0.77133, -1.56896, 3.73272], [0.06377, -3.85555, 3.46881], [-0.03368, -4.85362, 1.16256], [0.79776, -3.69348, -0.73058]], "lowdin_charge": [-0.08, -0.31, -0.04, -0.10, -0.13, -0.08, -0.05, 0.08, 0.09, 0.09, 0.11, 0.11, 0.10, 0.11, 0.11, -0.04, -0.26, -0.07, -0.10, -0.10, -0.10, -0.05, 0.08, 0.07, 0.04, 0.10, 0.10, 0.10, 0.10, 0.10], "orbital_gap_ev": 9.733, "smiles": "Cc1ccccc1.Cc1ccccc1"}

---

Model c:
{"formula": "C14H16", "method": "ωB97M-V/def2-TZVPD", "elements": ["C", "C", "C", "C", "C", "C", "C", "H", "H", "H", "H", "H", "H", "H", "H", "C", "C", "C", "C", "C", "C", "C", "H", "H", "H", "H", "H", "H", "H", "H"], "positions_angstrom": [[-1.99995, 4.09507, 1.58979], [-1.52100, 2.66286, 1.86927], [-0.43418, 2.24459, 1.11285], [-0.05887, 0.95472, 1.32114], [-0.75121, 0.09924, 2.20435], [-1.55467, 0.66848, 3.12227], [-2.12250, 1.94545, 2.81882], [-2.80434, 3.79411, 0.87046], [-1.11587, 4.62726, 1.00778], [-2.15614, 4.70318, 2.48692], [-0.03782, 2.91916, 0.26909], [0.60512, 0.53383, 0.62609], [-0.58297, -1.06901, 1.95507], [-1.93485, 0.21805, 3.99475], [-2.83261, 2.50511, 3.57054], [2.24249, -2.90276, -0.19667], [1.74724, -2.15618, -1.41633], [2.07779, -2.59517, -2.77647], [1.38411, -2.12278, -3.84656], [0.19923, -1.30645, -3.54590], [-0.13134, -0.99052, -2.23953], [0.64281, -1.43099, -1.06754], [1.86706, -3.94299, -0.26882], [1.84794, -2.56608, 0.80401], [3.32743, -2.94166, 0.01951], [2.96244, -3.35571, -2.93088], [1.81526, -2.20920, -4.82971], [-0.28277, -0.82200, -4.24540], [-0.96202, -0.25617, -2.27038], [0.56420, -1.30343, -0.00850]], "lowdin_charge": [-0.06, -0.36, -0.06, -0.11, -0.10, -0.10, -0.06, 0.10, 0.10, 0.07, 0.14, 0.06, 0.15, 0.08, 0.15, -0.09, -0.27, -0.06, -0.08, -0.08, -0.05, -0.05, 0.09, 0.08, 0.08, 0.14, 0.09, 0.03, 0.10, 0.05], "orbital_gap_ev": 9.856, "smiles": "Cc1ccccc1.Cc1ccccc1"}

---

Top of the stability list: model b, leading by 21.4 kJ/mol.

---

Model a:
{"formula": "C2H6NO3", "method": "ωB97M-V/def2-TZVPD", "elements": ["N", "C", "O", "H", "H", "H", "H", "H", "O", "C", "O", "H"], "positions_angstrom": [[-2.36917, -1.00900, 0.45638], [-1.11229, -0.36995, 0.66508], [-0.04366, -1.26787, 0.59190], [-2.34922, -1.51083, -0.42300], [-2.52377, -1.68087, 1.18920], [-0.94754, 0.46994, -0.05107], [-1.12916, 0.16451, 1.62769], [0.75713, -0.70477, 0.56222], [1.92834, 0.49841, 0.20557], [1.52213, 1.04658, -0.81130], [0.32837, 1.34353, -1.11177], [2.28104, 1.33278, -1.56746]], "lowdin_charge": [0.05, -0.36, -0.03, 0.08, 0.08, 0.11, 0.14, 0.03, 0.03, -0.43, 0.15, 0.16], "multiplicity": 2, "orbital_gap_ev": [11.197, 6.036], "s2": 0.76}

---

Model b:
{"formula": "C2H6NO3", "method": "ωB97M-V/def2-TZVPD", "elements": ["O", "C", "O", "C", "N", "H", "H", "H", "H", "H", "H", "O"], "positions_angstrom": [[-0.23477, 1.67343, 0.64293], [-0.16782, 0.69145, -0.14046], [-0.90190, 0.52492, -1.11506], [0.97877, -0.28808, 0.23657], [1.97840, -0.42473, -0.82373], [0.42073, -1.18294, 0.52459], [1.51327, 0.05433, 1.12624], [1.41817, -0.36004, -1.68393], [2.51335, 0.44742, -0.85519], [-2.69189, -0.23866, -0.04212], [-1.98455, -0.60022, 1.22117], [-2.84176, -0.29688, 0.90899]], "lowdin_charge": [0.26, -0.62, 0.06, -0.16, 0.05, 0.13, 0.12, 0.08, 0.09, 0.02, 0.02, -0.05], "multiplicity": 2, "orbital_gap_ev": [11.335, 7.074], "s2": 0.76}

---

Top of the stability list: model b, leading by 45.2 kJ/mol.